72
Properties=species:S:1:pos:R:3:forces:R:3 method="wB97M-V/def2-TZVPD" total_charge=+2 mol_weight_g_mol=696.69 energy_ha=-2775.52393 e_above_lowest_kj_mol=121.0 largest_force_ev_per_a=2.56 gap_ev="5.72 / 5.99"
Mo 0.090 0.503 -1.166 -2.31 1.10 -0.10
N 2.223 0.271 1.294 0.41 -0.05 -0.04
P 0.652 -0.347 1.097 -0.18 -0.11 1.39
C 0.793 -1.946 1.921 -0.14 -0.07 -0.41
C 1.329 -1.926 3.211 -0.03 0.03 -0.18
C 1.531 -3.115 3.883 0.07 0.02 0.05
C 1.192 -4.320 3.283 -0.04 0.05 -0.05
C 0.596 -4.332 2.032 -0.01 -0.10 -0.04
C 0.389 -3.145 1.347 0.04 0.17 0.06
C -0.367 0.574 2.288 -0.01 -0.12 -0.18
C -1.426 -0.097 2.898 0.25 0.10 -0.04
C -2.288 0.599 3.728 -0.09 0.06 0.00
C -2.109 1.960 3.927 -0.05 -0.10 0.01
C -1.049 2.625 3.325 0.06 0.01 -0.06
C -0.177 1.937 2.501 0.09 -0.14 0.11
C 2.735 1.126 0.363 0.27 -0.06 0.10
C 4.013 1.690 0.490 -0.08 0.08 -0.13
C 4.466 2.549 -0.482 -0.32 -0.28 0.05
C 3.628 2.849 -1.561 -0.18 -0.06 -0.16
C 2.390 2.262 -1.619 0.28 0.64 -0.26
N 1.945 1.392 -0.691 0.52 0.05 0.41
H 2.832 -0.022 2.053 -0.21 0.09 -0.16
H 1.552 -0.981 3.690 0.06 0.00 0.11
H 1.950 -3.102 4.877 0.05 -0.01 0.10
H 1.380 -5.246 3.802 -0.04 -0.10 0.06
H 0.297 -5.267 1.587 -0.05 -0.11 -0.05
H -0.106 -3.139 0.386 0.00 -0.10 -0.10
H -1.565 -1.157 2.728 -0.06 -0.03 0.03
H -3.103 0.075 4.207 -0.07 0.01 0.05
H -2.801 2.506 4.550 -0.04 0.05 0.11
H -0.915 3.683 3.485 0.04 0.12 0.07
H 0.647 2.456 2.024 -0.04 0.04 0.03
H 4.610 1.450 1.355 0.07 -0.03 0.09
H 5.447 2.993 -0.418 0.09 0.05 0.07
H 3.948 3.531 -2.331 -0.07 0.08 -0.08
H 1.685 2.525 -2.407 0.14 -0.07 0.03
S -1.946 -0.627 -0.586 0.84 0.34 0.07
C -2.937 0.563 0.210 0.05 0.24 -0.20
C -4.146 0.181 0.789 -0.16 0.15 0.09
C -4.983 1.139 1.342 0.64 0.12 -0.36
C -6.213 0.753 1.939 0.08 -0.03 -0.02
N -7.195 0.434 2.430 -0.53 -0.19 0.26
C -4.613 2.503 1.316 0.51 -0.46 -0.31
C -3.415 2.882 0.732 -0.22 -0.04 0.08
C -2.574 1.918 0.185 0.00 -0.29 -0.14
S -1.076 2.396 -0.555 0.36 -0.75 -0.22
C -5.447 3.489 1.902 -0.01 0.03 0.00
N -6.087 4.303 2.387 -0.33 0.41 0.25
H -4.433 -0.861 0.799 -0.05 -0.05 0.04
H -3.139 3.925 0.698 0.01 0.10 0.04
C 0.135 -0.602 -5.552 0.23 0.11 -0.01
C -0.208 -0.797 -4.097 -0.97 0.56 -0.06
C -1.171 -1.933 -3.861 0.06 -0.21 0.33
C -0.155 0.329 -3.197 -0.44 -0.09 -1.27
C 1.044 -0.705 -3.031 1.46 -0.76 0.61
C 2.350 -0.314 -3.481 0.05 -0.05 0.05
C 3.475 -0.749 -2.841 -0.09 0.04 -0.02
C 3.378 -1.620 -1.739 -0.19 0.05 -0.12
C 2.151 -2.061 -1.308 0.00 0.02 0.01
C 0.944 -1.619 -1.901 0.35 -0.66 -0.43
H -0.763 -0.326 -6.102 -0.11 -0.05 0.08
H 0.518 -1.524 -5.987 0.00 -0.05 0.00
H 0.863 0.187 -5.716 0.04 0.05 -0.03
H -1.919 -1.910 -4.652 -0.01 0.11 -0.04
H -1.692 -1.842 -2.910 0.01 -0.04 -0.09
H -0.680 -2.901 -3.918 0.06 -0.11 -0.07
H 0.123 1.269 -3.704 0.13 -0.14 0.32
H 2.449 0.338 -4.338 -0.08 0.02 0.00
H 4.449 -0.457 -3.203 0.07 0.06 -0.06
H 4.279 -2.015 -1.296 0.08 -0.02 0.10
H 2.107 -2.837 -0.555 -0.04 0.05 0.01
H 0.119 -2.318 -1.851 -0.16 0.28 0.17

=====

76
Properties=species:S:1:pos:R:3:forces:R:3 method="wB97M-V/def2-TZVPD" total_charge=0 mol_weight_g_mol=680.67 energy_ha=-3322.72635 e_above_lowest_kj_mol=117.8 largest_force_ev_per_a=5.26 gap_ev="3.54 / 3.69"
V -0.450 0.525 -0.117 -2.72 1.97 -1.83
O -4.381 -2.164 5.585 0.11 0.11 -0.38
N -4.315 -2.207 4.363 -0.69 -0.67 0.53
O -4.947 -3.011 3.696 0.29 0.31 0.05
C -3.426 -1.277 3.689 0.79 0.79 -0.17
C -2.558 -0.599 4.497 -0.81 -0.77 -0.03
C -1.620 0.298 3.961 0.89 0.87 -0.35
C -0.722 1.059 4.728 -0.46 -0.45 0.14
C 0.142 1.924 4.101 0.25 0.35 -0.54
C 0.122 2.024 2.700 0.01 0.22 0.76
N -0.684 1.309 1.947 -0.10 -0.76 -0.19
C -1.546 0.457 2.559 -0.67 -0.26 0.15
C -2.418 -0.264 1.708 -0.33 0.10 0.67
N -2.232 -0.072 0.364 0.11 -0.13 0.48
C -3.194 -0.531 -0.468 -0.09 0.07 -0.02
C -4.258 -1.265 -0.011 0.03 -0.06 0.25
C -4.376 -1.596 1.337 -0.07 -0.07 0.10
C -3.442 -1.090 2.244 -0.17 -0.15 -0.20
H -2.605 -0.771 5.562 0.02 0.02 0.02
H -0.733 0.966 5.809 0.02 0.01 -0.05
H 0.836 2.532 4.667 -0.04 -0.01 -0.01
H 0.768 2.724 2.181 0.02 -0.05 -0.03
H -3.085 -0.281 -1.510 0.04 0.04 -0.03
H -5.009 -1.596 -0.716 0.03 0.00 0.01
H -5.193 -2.206 1.674 -0.02 -0.04 0.01
S -0.371 2.819 -0.791 0.05 0.59 -0.09
C -2.044 2.732 -0.785 -0.55 0.41 0.00
N -3.207 2.700 -0.791 0.25 0.01 -0.09
C -0.572 -2.997 -1.056 -0.05 -0.04 -0.12
C -0.861 -2.440 -2.424 0.06 0.16 0.10
C -1.158 -3.282 -3.487 0.04 -0.04 0.01
C -1.454 -2.775 -4.744 -0.04 0.01 0.00
C -1.494 -1.401 -4.933 0.02 -0.01 -0.04
C -1.227 -0.524 -3.889 0.07 0.16 0.09
C -1.366 0.965 -4.067 0.00 -0.09 -0.01
C -0.871 -1.042 -2.629 -0.10 -0.04 -0.03
N -0.569 -0.197 -1.575 0.02 -1.08 -1.37
H -0.304 -4.053 -1.116 -0.02 0.02 0.00
H -1.455 -2.909 -0.414 0.06 0.03 0.03
H 0.240 -2.449 -0.578 0.03 0.00 0.02
H -1.157 -4.356 -3.323 0.03 0.06 -0.01
H -1.670 -3.446 -5.568 0.01 0.03 0.04
H -1.748 -0.998 -5.909 0.00 0.00 0.07
H -1.159 1.266 -5.096 -0.01 -0.04 0.03
H -0.709 1.505 -3.387 0.04 0.03 -0.02
H -2.389 1.275 -3.829 0.05 0.04 0.01
C 2.532 4.300 -2.957 -0.05 0.00 0.00
O 2.970 3.375 -1.959 0.03 0.23 -0.09
C 3.048 2.050 -2.224 -0.05 0.08 0.18
C 3.012 1.456 -3.470 -0.10 -0.08 -0.24
C 3.167 0.080 -3.580 -0.11 -0.02 0.07
C 3.383 -0.702 -2.456 0.04 -0.07 -0.06
C 3.431 -0.109 -1.207 0.00 -0.09 0.19
C 3.246 1.257 -1.087 -0.28 -0.15 -0.17
N 3.374 1.965 0.127 0.09 -0.04 0.00
C 3.417 1.570 1.376 -0.07 0.10 0.07
C 2.889 0.442 2.035 0.00 -0.38 0.02
C 3.455 0.153 3.310 0.13 0.08 -0.02
C 3.017 -0.878 4.086 0.15 0.02 0.16
C 1.960 -1.684 3.625 -0.06 0.07 -0.22
C 1.349 -1.411 2.428 -0.01 -0.31 0.32
C 1.757 -0.332 1.623 -0.32 0.29 -0.55
O 1.031 -0.036 0.581 4.49 -1.46 2.32
H 2.710 3.938 -3.965 0.06 0.02 0.02
H 3.097 5.215 -2.806 0.02 0.02 0.03
H 1.471 4.496 -2.820 -0.09 -0.08 0.01
H 2.855 2.041 -4.364 -0.03 -0.02 0.05
H 3.103 -0.378 -4.559 0.04 0.01 0.05
H 3.523 -1.771 -2.551 -0.05 0.04 0.01
H 3.636 -0.704 -0.326 -0.07 0.01 -0.04
H 3.581 2.945 -0.028 0.19 -0.02 -0.08
H 3.970 2.262 2.004 -0.20 0.08 0.10
H 4.281 0.771 3.650 -0.07 -0.04 0.00
H 3.477 -1.074 5.046 -0.02 0.00 -0.06
H 1.616 -2.517 4.226 -0.03 0.04 -0.01
H 0.513 -2.002 2.079 -0.03 0.03 -0.03

=====

83
Properties=species:S:1:pos:R:3:forces:R:3 method="wB97M-V/def2-TZVPD" total_charge=+1 mol_weight_g_mol=987.60 energy_ha=-3800.30986 e_above_lowest_kj_mol=0.0 largest_force_ev_per_a=0.64 gap_ev=7.65
Al 0.364 -0.108 -0.589 0.43 0.16 0.16
I 4.761 0.646 1.759 0.00 0.07 -0.04
C 3.492 2.004 0.815 0.03 -0.10 0.06
C 3.823 3.374 0.752 -0.04 -0.04 -0.03
C 2.998 4.274 0.136 0.12 0.17 0.04
I 3.553 6.288 0.100 -0.02 -0.06 0.00
C 1.790 3.840 -0.469 -0.12 -0.10 -0.04
C 0.849 4.652 -1.144 0.06 0.03 0.02
C -0.272 4.094 -1.692 -0.04 0.02 -0.03
C -0.484 2.710 -1.582 0.05 -0.08 -0.06
N 0.367 1.930 -0.959 0.11 -0.01 0.19
C 1.487 2.468 -0.400 -0.07 0.02 -0.03
C 2.328 1.521 0.264 -0.08 -0.06 -0.04
O 1.930 0.268 0.298 0.00 0.27 0.07
H 4.748 3.713 1.199 -0.02 -0.03 0.01
H 1.028 5.717 -1.225 0.01 -0.03 0.00
H -0.995 4.702 -2.217 0.00 -0.02 0.00
H -1.351 2.231 -2.023 -0.02 0.01 0.02
N 4.763 -3.550 -0.474 -0.06 0.01 0.09
C 3.774 -4.342 0.011 0.06 -0.11 -0.08
O 3.983 -5.386 0.595 0.02 0.08 -0.02
C 2.364 -3.868 -0.193 0.05 0.02 0.07
C 1.343 -4.810 -0.205 -0.04 -0.09 0.02
C 0.032 -4.380 -0.263 -0.01 -0.04 0.01
C -0.225 -3.022 -0.293 0.09 0.11 0.08
N 0.758 -2.109 -0.309 -0.11 -0.04 0.06
C 2.029 -2.533 -0.252 -0.06 0.15 -0.07
H 5.714 -3.855 -0.355 0.00 -0.02 0.01
H 4.583 -2.742 -1.041 -0.02 -0.02 -0.02
H 1.594 -5.862 -0.145 0.02 0.02 0.00
H -0.793 -5.078 -0.272 0.02 0.02 0.01
H -1.239 -2.644 -0.283 -0.01 0.07 -0.09
H 2.775 -1.746 -0.217 -0.05 -0.03 0.01
C -0.703 0.012 5.514 -0.04 -0.03 -0.06
N -0.979 0.506 4.176 0.10 -0.03 0.08
N -0.645 -0.220 3.055 -0.02 0.04 0.11
C -0.988 0.502 1.955 0.19 0.29 -0.08
O -0.811 0.108 0.761 -0.22 -0.53 0.08
C -1.548 1.706 2.413 -0.19 0.06 0.02
C -1.534 1.664 3.788 0.04 0.09 0.05
C -1.998 2.686 4.768 0.01 -0.01 0.02
C 0.074 -1.452 3.161 -0.04 -0.01 -0.17
C -0.628 -2.627 3.378 -0.06 -0.05 0.00
C 0.073 -3.816 3.504 0.02 -0.04 0.00
C 1.460 -3.819 3.407 0.02 0.03 -0.03
C 2.149 -2.633 3.181 -0.01 -0.04 -0.02
C 1.456 -1.439 3.056 0.10 0.10 -0.01
H 0.315 -0.363 5.573 0.04 0.02 -0.02
H -1.393 -0.783 5.793 -0.02 -0.01 -0.02
H -0.812 0.843 6.203 -0.01 0.02 -0.01
H -1.938 2.497 1.794 0.03 -0.05 0.01
H -2.558 3.458 4.248 0.01 0.00 0.00
H -1.147 3.157 5.263 -0.03 -0.01 0.00
H -2.641 2.250 5.532 0.00 0.01 -0.03
H -1.711 -2.607 3.435 0.04 0.01 0.00
H -0.463 -4.741 3.671 0.01 0.01 0.00
H 2.007 -4.750 3.497 -0.02 0.03 -0.01
H 3.229 -2.640 3.092 -0.03 0.00 0.01
H 1.978 -0.508 2.855 -0.06 -0.11 0.03
N -5.059 3.560 -4.799 0.10 -0.03 0.05
C -4.490 2.447 -4.229 -0.05 0.02 -0.01
C -4.435 2.312 -2.833 -0.02 0.03 0.01
C -3.832 1.212 -2.260 0.00 -0.05 -0.07
C -3.272 0.228 -3.072 0.01 0.13 0.07
C -3.331 0.339 -4.457 -0.01 -0.02 0.04
C -3.933 1.442 -5.029 0.00 0.01 -0.04
S -2.425 -1.100 -2.318 0.09 0.15 0.19
O -3.002 -1.323 -1.024 0.03 -0.03 0.04
O -2.325 -2.178 -3.261 0.11 0.03 -0.11
N -0.915 -0.512 -2.029 0.30 -0.33 -0.47
C 0.102 -0.649 -2.940 -0.25 -0.05 -0.21
S 0.173 -1.199 -4.572 -0.15 0.03 0.12
C 1.877 -0.886 -4.582 -0.04 -0.01 -0.03
C 2.282 -0.430 -3.382 0.09 0.06 0.22
N 1.278 -0.302 -2.448 -0.21 -0.11 -0.16
H -5.673 4.120 -4.235 -0.03 0.00 0.00
H -5.293 3.525 -5.776 -0.03 -0.01 -0.01
H -4.886 3.071 -2.205 0.01 -0.02 -0.03
H -3.806 1.092 -1.183 0.00 0.01 -0.05
H -2.929 -0.451 -5.080 0.01 0.04 0.04
H -3.988 1.526 -6.108 0.00 0.00 0.03
H 2.470 -1.070 -5.465 -0.04 0.02 0.07
H 3.294 -0.161 -3.112 -0.04 -0.02 -0.02